Entry w
DFT (ωB97M-V/def2-TZVPD) results for a 11-piece molecular cluster, C44H121N11O11 overall.

The structure (SMILES) is COC[C@H](C)N.COC[C@H](C)N.COC[C@H](C)N.COC[C@H](C)N.COC[C@H](C)N.COC[C@H](C)N.COC[C@H](C)N.COC[C@H](C)N.COC[C@H](C)N.COC[C@H](C)N.COC[C@H](C)N.

Geometry as ORCA input:
```
! RIJCOSX wB97M-V def2-TZVPD def2/J DEFGRID3
* xyz 0 1
C 7.22 2.92 1.98
O 7.40 2.83 0.56
C 6.11 2.58 -0.08
C 6.36 2.55 -1.63
C 7.04 1.33 -2.30
N 7.17 3.74 -1.97
H 6.60 3.71 2.40
H 8.13 2.88 2.59
H 6.83 1.95 2.30
H 5.75 1.62 0.31
H 5.36 3.35 0.10
H 5.37 2.72 -2.06
H 6.36 0.48 -2.27
H 7.99 1.05 -1.84
H 7.29 1.55 -3.34
H 6.57 4.44 -1.55
H 7.94 3.58 -1.33
C -0.49 0.85 7.42
O -1.31 0.03 6.56
C -1.26 0.32 5.21
C -2.03 -0.75 4.48
C -1.52 -2.22 4.51
N -2.41 -0.49 3.05
H -0.57 0.60 8.47
H -0.99 1.82 7.37
H 0.57 0.80 7.18
H -1.76 1.17 4.75
H -0.25 0.39 4.80
H -2.98 -0.88 5.00
H -2.07 -2.92 3.88
H -1.61 -2.58 5.54
H -0.46 -2.27 4.24
H -2.67 0.48 2.94
H -1.70 -0.58 2.33
C 2.77 1.42 -0.01
O 1.63 1.49 0.91
C 1.12 0.20 1.28
C 0.29 -0.50 0.15
C -0.98 0.32 -0.22
N -0.23 -1.70 0.78
H 2.56 1.11 -1.03
H 3.64 0.84 0.29
H 3.14 2.44 -0.11
H 1.96 -0.46 1.47
H 0.66 0.12 2.26
H 0.81 -0.62 -0.80
H -0.62 1.24 -0.68
H -1.73 0.48 0.55
H -1.62 -0.16 -0.96
H -0.93 -2.03 0.13
H 0.57 -2.28 0.60
C 3.46 1.18 -4.10
O 3.37 0.74 -5.39
C 2.34 1.40 -6.12
C 0.96 0.66 -6.06
C 0.86 -0.72 -6.79
N -0.15 1.44 -6.61
H 2.48 1.31 -3.64
H 3.87 2.19 -4.12
H 3.96 0.46 -3.46
H 2.17 2.43 -5.78
H 2.67 1.62 -7.14
H 0.84 0.41 -5.01
H 1.07 -0.56 -7.85
H -0.14 -1.14 -6.65
H 1.61 -1.47 -6.53
H -1.03 0.96 -6.72
H 0.17 1.61 -7.55
C -5.28 1.65 2.25
O -3.88 1.93 2.06
C -3.30 3.21 2.32
C -3.69 4.39 1.52
C -3.49 4.05 0.05
N -2.79 5.52 1.82
H -5.97 2.31 1.71
H -5.58 1.71 3.29
H -5.40 0.59 2.02
H -3.59 3.43 3.35
H -2.23 3.03 2.38
H -4.75 4.63 1.64
H -3.75 4.86 -0.63
H -4.20 3.28 -0.23
H -2.48 3.72 -0.21
H -2.24 5.78 1.02
H -2.08 5.28 2.50
C -2.88 -9.41 2.04
O -2.51 -8.35 1.14
C -1.09 -8.05 1.09
C -0.74 -6.77 0.39
C -1.14 -5.53 1.24
N -1.69 -6.55 -0.74
H -2.69 -9.10 3.07
H -2.39 -10.36 1.78
H -3.94 -9.67 1.98
H -0.59 -8.16 2.05
H -0.70 -8.82 0.42
H 0.31 -6.65 0.12
H -0.30 -5.19 1.85
H -1.86 -5.87 1.98
H -1.53 -4.66 0.71
H -1.94 -7.46 -1.10
H -2.56 -6.48 -0.23
C -3.06 -0.33 -6.89
O -2.77 0.85 -6.22
C -3.35 0.79 -4.89
C -2.97 1.99 -4.02
C -3.49 3.32 -4.59
N -1.60 1.92 -3.77
H -4.12 -0.42 -7.14
H -2.71 -1.21 -6.34
H -2.56 -0.37 -7.86
H -4.38 1.01 -5.16
H -3.08 -0.12 -4.36
H -3.59 1.75 -3.16
H -4.57 3.22 -4.48
H -3.25 3.60 -5.62
H -3.14 4.16 -3.99
H -1.34 0.98 -3.50
H -1.24 1.84 -4.71
C 1.94 4.86 -3.14
O 2.10 4.40 -1.82
C 1.09 4.72 -0.85
C 1.51 5.88 0.01
C 2.67 5.69 0.93
N 0.30 6.50 0.58
H 1.70 5.92 -3.27
H 1.26 4.18 -3.65
H 2.95 4.65 -3.49
H 0.08 4.93 -1.19
H 1.03 3.88 -0.15
H 1.93 6.63 -0.67
H 3.54 5.51 0.30
H 2.45 4.86 1.60
H 2.91 6.63 1.43
H 0.35 6.46 1.59
H 0.41 7.46 0.29
C -4.26 -2.20 -0.23
O -5.46 -2.26 0.52
C -5.62 -3.44 1.24
C -4.56 -3.62 2.32
C -4.91 -4.85 3.13
N -4.67 -2.45 3.21
H -3.33 -2.53 0.23
H -4.12 -1.13 -0.41
H -4.41 -2.68 -1.19
H -6.65 -3.44 1.58
H -5.61 -4.23 0.49
H -3.51 -3.73 2.05
H -5.95 -4.99 3.45
H -4.49 -4.78 4.14
H -4.64 -5.82 2.71
H -5.31 -1.90 2.66
H -3.87 -1.84 3.19
C 2.48 -3.30 -1.93
O 1.08 -2.92 -1.84
C 0.25 -3.94 -2.37
C -1.21 -3.37 -2.38
C -2.15 -4.16 -3.29
N -1.03 -1.97 -2.86
H 2.97 -3.67 -2.83
H 2.45 -4.12 -1.21
H 3.21 -2.59 -1.53
H 0.50 -4.21 -3.40
H 0.40 -4.79 -1.71
H -1.54 -3.41 -1.35
H -1.82 -4.53 -4.26
H -3.00 -3.52 -3.54
H -2.55 -4.98 -2.70
H -0.03 -1.86 -2.77
H -1.23 -1.90 -3.85
C 3.94 3.19 3.39
O 4.27 2.22 4.39
C 3.47 1.03 4.58
C 4.23 -0.05 5.29
C 3.43 -1.24 5.74
N 4.84 0.57 6.45
H 4.10 2.83 2.37
H 4.50 4.13 3.41
H 2.88 3.35 3.58
H 2.65 1.35 5.23
H 2.98 0.68 3.68
H 4.94 -0.28 4.50
H 3.88 -1.91 6.46
H 2.96 -1.98 5.09
H 2.56 -1.00 6.36
H 5.38 1.35 6.10
H 4.08 0.99 6.96
*
```

***

Entry x
DFT (ωB97M-V/def2-TZVPD) results for a 11-piece molecular cluster, C44H121N11O11 overall.

The structure (SMILES) is COC[C@H](C)N.COC[C@H](C)N.COC[C@H](C)N.COC[C@H](C)N.COC[C@H](C)N.COC[C@H](C)N.COC[C@H](C)N.COC[C@H](C)N.COC[C@H](C)N.COC[C@H](C)N.COC[C@H](C)N.

Geometry as ORCA input:
```
! RIJCOSX wB97M-V def2-TZVPD def2/J DEFGRID3
* xyz 0 1
C -1.16 7.10 -9.24
O -2.04 6.01 -9.47
C -1.83 5.33 -10.73
C -2.54 3.99 -10.92
C -2.07 2.95 -9.94
N -2.28 3.40 -12.24
H -0.37 6.90 -8.52
H -1.69 7.93 -8.78
H -0.70 7.47 -10.15
H -2.03 5.95 -11.60
H -0.78 5.05 -10.80
H -3.61 4.15 -10.73
H -2.20 3.29 -8.92
H -0.99 2.81 -10.07
H -2.59 2.00 -10.07
H -2.73 2.50 -12.23
H -1.35 3.09 -12.50
C -11.11 8.07 -6.96
O -10.42 7.18 -5.99
C -9.03 7.43 -5.94
C -8.29 6.17 -5.43
C -8.67 5.73 -4.00
N -6.84 6.28 -5.45
H -11.06 9.09 -6.60
H -12.17 7.83 -6.95
H -10.81 7.95 -8.00
H -8.46 7.63 -6.85
H -8.78 8.24 -5.27
H -8.68 5.42 -6.11
H -8.07 6.22 -3.23
H -8.68 4.66 -3.77
H -9.73 5.93 -3.82
H -6.54 7.05 -4.88
H -6.48 6.51 -6.37
C -2.70 11.24 -2.13
O -3.27 9.95 -1.81
C -3.32 9.60 -0.38
C -2.01 8.96 0.22
C -1.79 7.55 -0.16
N -1.84 9.03 1.68
H -1.68 11.34 -1.76
H -3.20 12.11 -1.71
H -2.74 11.34 -3.22
H -3.57 10.54 0.11
H -4.15 8.90 -0.24
H -1.27 9.56 -0.31
H -1.82 7.54 -1.25
H -2.59 6.89 0.18
H -0.85 7.14 0.20
H -2.73 8.84 2.13
H -1.66 9.98 1.96
C 4.52 -9.53 -1.31
O 4.51 -10.13 -0.08
C 3.67 -11.28 -0.07
C 3.65 -11.92 1.23
C 2.63 -13.08 1.39
N 3.28 -10.96 2.31
H 3.55 -9.06 -1.40
H 4.76 -10.16 -2.17
H 5.24 -8.72 -1.29
H 2.65 -11.08 -0.40
H 4.06 -11.99 -0.80
H 4.64 -12.28 1.50
H 2.70 -13.52 2.38
H 2.94 -13.80 0.64
H 1.59 -12.78 1.24
H 3.40 -10.01 1.99
H 4.02 -10.89 3.00
C -2.02 -0.11 -1.11
O -0.71 -0.39 -0.61
C -0.73 -0.59 0.84
C 0.76 -0.86 1.38
C 1.38 -2.21 0.97
N 0.73 -0.89 2.80
H -2.41 0.84 -0.72
H -2.78 -0.86 -0.89
H -1.96 0.04 -2.19
H -1.23 0.25 1.31
H -1.40 -1.39 1.14
H 1.40 -0.09 0.97
H 1.50 -2.30 -0.11
H 0.74 -3.02 1.33
H 2.39 -2.28 1.39
H 0.18 -1.64 3.20
H 0.37 0.01 3.09
C 8.71 2.83 10.02
O 7.57 2.14 9.61
C 7.50 1.82 8.25
C 6.25 1.04 7.81
C 5.99 -0.27 8.61
N 6.43 0.73 6.35
H 8.94 3.66 9.35
H 9.54 2.13 9.91
H 8.47 3.30 10.98
H 7.65 2.75 7.69
H 8.38 1.25 7.94
H 5.31 1.60 7.83
H 5.87 0.05 9.64
H 6.89 -0.86 8.76
H 5.20 -0.92 8.24
H 5.50 0.48 6.02
H 6.67 1.64 5.97
C -5.66 -3.37 -7.01
O -5.05 -4.65 -6.95
C -3.79 -4.68 -6.24
C -2.68 -3.76 -6.77
C -2.40 -4.01 -8.25
N -1.42 -3.98 -6.06
H -6.70 -3.52 -7.26
H -5.06 -2.75 -7.69
H -5.68 -2.88 -6.03
H -4.02 -4.33 -5.23
H -3.49 -5.72 -6.15
H -3.02 -2.74 -6.65
H -2.06 -5.02 -8.50
H -1.71 -3.22 -8.57
H -3.30 -3.85 -8.85
H -1.72 -3.70 -5.14
H -0.73 -3.35 -6.43
C -5.61 5.85 4.93
O -4.64 4.83 4.82
C -4.13 4.48 6.14
C -3.00 3.53 5.91
C -2.46 3.11 7.32
N -1.81 4.13 5.30
H -6.38 5.68 5.68
H -6.17 5.73 4.00
H -5.22 6.85 5.11
H -3.87 5.37 6.72
H -4.91 3.90 6.63
H -3.39 2.70 5.32
H -2.33 3.93 8.03
H -1.57 2.49 7.29
H -3.26 2.52 7.77
H -1.24 4.66 5.94
H -2.14 4.80 4.62
C -0.49 -4.66 11.94
O -1.34 -4.23 10.90
C -1.07 -4.80 9.55
C -2.17 -4.37 8.62
C -3.59 -4.91 8.78
N -1.77 -4.31 7.23
H -0.65 -5.70 12.22
H -0.68 -4.09 12.84
H 0.55 -4.51 11.67
H -0.11 -4.41 9.23
H -0.92 -5.88 9.62
H -2.20 -3.29 8.75
H -3.66 -5.99 8.87
H -4.23 -4.69 7.92
H -4.06 -4.52 9.68
H -2.52 -4.05 6.61
H -1.53 -5.23 6.88
C 6.05 -7.51 6.13
O 6.84 -8.03 5.12
C 7.33 -7.16 4.12
C 8.65 -7.77 3.62
C 9.22 -6.97 2.53
N 8.40 -9.10 3.18
H 5.08 -7.25 5.71
H 6.58 -6.65 6.56
H 5.97 -8.26 6.92
H 6.60 -7.14 3.30
H 7.49 -6.11 4.39
H 9.45 -7.72 4.36
H 9.19 -5.92 2.85
H 8.68 -7.01 1.59
H 10.29 -7.07 2.33
H 7.97 -9.56 3.97
H 7.69 -9.09 2.46
C 4.40 -0.37 -7.52
O 3.28 0.10 -6.82
C 3.54 0.70 -5.54
C 4.09 2.19 -5.54
C 4.15 2.83 -4.09
N 3.20 2.99 -6.36
H 4.15 -1.12 -8.26
H 5.12 -0.80 -6.82
H 4.91 0.46 -8.01
H 2.61 0.78 -4.98
H 4.17 0.11 -4.87
H 5.09 2.22 -5.97
H 4.97 2.38 -3.54
H 3.27 2.66 -3.47
H 4.31 3.91 -4.18
H 2.30 2.84 -5.93
H 3.05 2.56 -7.26
*
```

***

Entry y
DFT (ωB97M-V/def2-TZVPD) results for a 11-piece molecular cluster, C44H121N11O11 overall.

The structure (SMILES) is COC[C@H](C)N.COC[C@H](C)N.COC[C@H](C)N.COC[C@H](C)N.COC[C@H](C)N.COC[C@H](C)N.COC[C@H](C)N.COC[C@H](C)N.COC[C@H](C)N.COC[C@H](C)N.COC[C@H](C)N.

Geometry as ORCA input:
```
! RIJCOSX wB97M-V def2-TZVPD def2/J DEFGRID3
* xyz 0 1
C 14.78 20.94 29.62
O 15.39 21.37 28.43
C 15.43 20.34 27.47
C 15.18 20.97 26.08
C 15.18 19.90 24.98
N 16.23 21.95 25.76
H 13.71 20.78 29.51
H 14.90 21.67 30.42
H 15.28 20.06 30.05
H 16.39 19.81 27.46
H 14.64 19.59 27.62
H 14.17 21.38 26.13
H 14.99 20.21 23.95
H 14.32 19.25 25.15
H 16.13 19.36 24.97
H 16.39 22.52 26.59
H 15.86 22.61 25.09
C 6.65 17.90 25.39
O 7.63 18.67 24.71
C 8.46 19.39 25.58
C 9.74 19.81 24.86
C 10.61 20.76 25.68
N 9.50 20.34 23.51
H 5.92 17.59 24.65
H 6.16 18.45 26.20
H 7.17 17.11 25.94
H 7.92 20.26 25.96
H 8.74 18.80 26.47
H 10.37 18.93 24.69
H 10.74 20.40 26.70
H 10.20 21.77 25.82
H 11.60 20.93 25.25
H 8.75 21.03 23.58
H 8.95 19.59 23.08
C 11.26 16.24 18.93
O 12.20 16.53 17.91
C 12.85 15.37 17.42
C 13.56 15.70 16.12
C 12.53 16.21 15.10
N 14.17 14.53 15.49
H 11.78 15.77 19.76
H 10.47 15.59 18.53
H 10.80 17.17 19.28
H 13.58 15.00 18.15
H 12.17 14.54 17.21
H 14.26 16.53 16.27
H 11.99 17.05 15.55
H 11.81 15.47 14.77
H 13.01 16.64 14.22
H 14.93 14.09 16.02
H 14.65 14.86 14.65
C 12.31 20.68 16.39
O 12.73 20.30 15.08
C 11.82 19.41 14.49
C 10.54 20.05 13.95
C 9.69 19.01 13.26
N 10.77 21.13 12.98
H 12.32 19.79 17.03
H 11.34 21.17 16.49
H 13.08 21.32 16.81
H 12.32 18.97 13.62
H 11.62 18.54 15.13
H 10.00 20.49 14.79
H 8.71 19.37 12.98
H 9.51 18.14 13.91
H 10.22 18.58 12.41
H 11.50 20.79 12.35
H 11.34 21.84 13.44
C 15.68 20.05 15.40
O 16.62 19.32 14.62
C 16.08 18.96 13.35
C 17.09 18.06 12.64
C 16.58 17.67 11.25
N 17.35 16.83 13.38
H 16.15 20.37 16.32
H 14.79 19.45 15.59
H 15.44 20.95 14.83
H 15.14 18.43 13.55
H 15.89 19.90 12.81
H 18.00 18.65 12.47
H 15.73 16.98 11.32
H 17.39 17.17 10.72
H 16.28 18.51 10.62
H 16.50 16.28 13.35
H 17.37 17.12 14.37
C 17.20 22.73 18.33
O 17.88 21.50 18.37
C 18.76 21.26 17.28
C 19.23 19.81 17.45
C 20.17 19.50 16.27
N 18.09 18.90 17.30
H 17.15 23.15 19.34
H 16.14 22.60 18.09
H 17.67 23.45 17.66
H 18.24 21.35 16.32
H 19.63 21.92 17.40
H 19.78 19.70 18.39
H 20.14 18.43 16.08
H 21.19 19.80 16.53
H 19.90 20.02 15.35
H 17.33 19.19 17.91
H 17.80 18.96 16.34
C 10.03 15.74 23.50
O 10.95 16.11 24.49
C 10.43 15.95 25.81
C 11.57 16.07 26.80
C 12.34 17.41 26.70
N 12.53 14.95 26.76
H 10.54 15.84 22.54
H 9.12 16.34 23.46
H 9.74 14.69 23.60
H 9.65 16.70 25.99
H 10.01 14.95 25.95
H 11.16 16.04 27.81
H 13.29 17.37 27.22
H 11.65 18.23 26.91
H 12.64 17.58 25.66
H 13.30 15.22 27.35
H 12.89 14.90 25.81
C 12.40 18.25 22.33
O 13.05 17.98 21.11
C 14.33 18.60 20.99
C 15.00 18.20 19.69
C 14.19 18.58 18.46
N 15.27 16.74 19.55
H 12.70 17.56 23.14
H 11.33 18.08 22.20
H 12.62 19.21 22.79
H 14.09 19.67 21.01
H 14.92 18.35 21.88
H 15.98 18.70 19.70
H 14.61 18.12 17.56
H 14.23 19.65 18.25
H 13.18 18.17 18.51
H 14.38 16.33 19.28
H 15.49 16.42 20.51
C 17.33 16.27 22.15
O 15.97 15.91 22.20
C 15.74 14.53 22.18
C 14.31 14.10 22.48
C 13.39 14.48 21.29
N 13.84 14.86 23.64
H 17.41 17.36 22.12
H 17.88 15.83 21.31
H 17.81 16.03 23.11
H 16.00 14.06 21.23
H 16.34 14.02 22.95
H 14.21 13.03 22.68
H 13.91 14.34 20.33
H 13.21 15.55 21.39
H 12.42 13.99 21.31
H 12.82 14.78 23.68
H 13.93 15.85 23.43
C 15.26 12.01 17.44
O 16.18 13.00 17.01
C 16.80 13.73 18.05
C 17.41 14.98 17.46
C 18.49 14.71 16.44
N 17.82 15.89 18.53
H 15.64 11.58 18.37
H 15.11 11.26 16.68
H 14.30 12.45 17.72
H 16.06 14.03 18.80
H 17.53 13.06 18.52
H 16.57 15.43 16.90
H 19.32 14.08 16.79
H 18.90 15.66 16.11
H 18.16 14.21 15.53
H 16.91 16.08 18.97
H 18.02 16.79 18.10
C 9.26 19.50 17.84
O 9.53 20.63 18.64
C 10.55 20.38 19.59
C 10.91 21.69 20.29
C 11.70 22.65 19.40
N 11.65 21.34 21.51
H 9.13 18.60 18.46
H 10.11 19.17 17.22
H 8.39 19.79 17.25
H 10.14 19.71 20.36
H 11.43 19.87 19.19
H 10.01 22.24 20.60
H 12.72 22.34 19.15
H 11.79 23.60 19.92
H 11.17 22.69 18.44
H 11.93 22.24 21.90
H 11.02 21.02 22.25
*
```

***

Entry z
DFT (ωB97M-V/def2-TZVPD) results for a 11-piece molecular cluster, C44H121N11O11 overall.

The structure (SMILES) is COC[C@H](C)N.COC[C@H](C)N.COC[C@H](C)N.COC[C@H](C)N.COC[C@H](C)N.COC[C@H](C)N.COC[C@H](C)N.COC[C@H](C)N.COC[C@H](C)N.COC[C@H](C)N.COC[C@H](C)N.

Geometry as ORCA input:
```
! RIJCOSX wB97M-V def2-TZVPD def2/J DEFGRID3
* xyz 0 1
C 1.89 -0.78 -3.82
O 1.15 -0.71 -5.06
C -0.21 -0.57 -4.85
C -0.92 0.15 -5.96
C -0.11 1.25 -6.61
N -2.19 0.81 -5.43
H 2.92 -1.04 -4.04
H 1.40 -1.58 -3.24
H 1.84 0.15 -3.24
H -0.67 -1.53 -4.58
H -0.34 0.00 -3.90
H -1.35 -0.59 -6.66
H 0.81 0.86 -7.07
H 0.27 1.94 -5.85
H -0.66 1.75 -7.41
H -2.55 1.26 -6.27
H -1.76 1.59 -4.92
C 0.46 -7.18 2.26
O 0.68 -7.05 0.87
C -0.53 -6.86 0.15
C -0.20 -6.73 -1.31
C 0.31 -5.36 -1.73
N -1.47 -7.07 -2.07
H 0.25 -6.24 2.77
H 1.40 -7.61 2.61
H -0.33 -7.92 2.46
H -1.26 -7.63 0.43
H -1.03 -5.91 0.46
H 0.45 -7.56 -1.60
H 1.27 -5.15 -1.23
H -0.46 -4.65 -1.43
H 0.51 -5.37 -2.80
H -1.21 -7.35 -3.01
H -2.02 -6.22 -2.23
C -1.11 7.94 4.72
O -0.70 6.61 4.79
C 0.17 6.24 3.75
C -0.52 6.13 2.43
C -1.88 5.42 2.51
N 0.41 5.52 1.44
H -1.54 8.24 5.67
H -1.92 8.10 3.98
H -0.26 8.58 4.45
H 1.00 6.96 3.75
H 0.66 5.30 4.00
H -0.68 7.17 2.10
H -2.28 5.21 1.52
H -2.64 6.06 2.98
H -1.81 4.50 3.09
H 0.55 4.57 1.77
H -0.19 5.52 0.62
C -0.49 -2.17 0.19
O -0.85 -0.83 -0.06
C -0.06 0.00 0.76
C -0.43 1.46 0.71
C -0.13 2.13 -0.63
N 0.28 2.19 1.76
H -0.89 -2.37 1.19
H 0.59 -2.37 0.21
H -1.00 -2.78 -0.54
H -0.05 -0.36 1.80
H 0.98 -0.11 0.39
H -1.52 1.58 0.83
H -0.60 3.11 -0.71
H -0.41 1.54 -1.51
H 0.95 2.32 -0.77
H 0.17 1.78 2.68
H 1.28 2.33 1.56
C 2.21 1.11 5.05
O 3.41 0.58 4.48
C 3.92 -0.55 5.17
C 4.72 -1.43 4.24
C 6.02 -0.79 3.76
N 3.94 -1.95 3.06
H 1.95 1.96 4.41
H 2.38 1.49 6.06
H 1.39 0.38 4.99
H 4.51 -0.20 6.04
H 3.07 -1.08 5.65
H 4.97 -2.34 4.81
H 5.86 0.05 3.07
H 6.59 -1.50 3.15
H 6.68 -0.44 4.55
H 3.38 -1.15 2.74
H 3.21 -2.55 3.46
C -1.12 -4.60 7.47
O -0.24 -5.23 6.52
C -0.32 -4.67 5.23
C 0.21 -3.29 5.01
C -0.16 -2.82 3.62
N 1.69 -3.23 5.08
H -0.49 -4.06 8.18
H -1.65 -5.40 7.98
H -1.82 -3.95 6.95
H 0.33 -5.30 4.60
H -1.35 -4.83 4.87
H -0.20 -2.48 5.62
H 0.21 -3.54 2.87
H 0.34 -1.89 3.39
H -1.23 -2.73 3.44
H 2.04 -3.48 6.00
H 2.05 -3.98 4.47
C 2.46 3.81 -2.95
O 3.46 2.87 -3.33
C 3.40 2.47 -4.68
C 3.98 3.51 -5.63
C 3.90 2.99 -7.06
N 5.43 3.71 -5.25
H 2.45 4.73 -3.54
H 2.59 4.14 -1.92
H 1.45 3.35 -2.93
H 4.06 1.61 -4.82
H 2.39 2.10 -4.93
H 3.49 4.47 -5.51
H 4.02 1.91 -7.12
H 4.57 3.51 -7.73
H 2.86 3.12 -7.42
H 5.46 4.49 -4.59
H 5.78 2.91 -4.74
C -3.09 -1.99 -2.58
O -4.46 -1.92 -2.22
C -5.04 -3.18 -2.07
C -6.01 -3.50 -3.16
C -6.68 -4.86 -3.10
N -5.25 -3.43 -4.46
H -2.59 -2.86 -2.14
H -2.51 -1.20 -2.06
H -2.89 -1.78 -3.64
H -4.32 -3.98 -1.85
H -5.64 -3.06 -1.15
H -6.79 -2.72 -3.18
H -7.41 -4.93 -2.30
H -5.96 -5.66 -2.89
H -7.06 -5.11 -4.08
H -5.89 -3.47 -5.26
H -4.97 -2.45 -4.61
C -3.71 -3.99 1.53
O -3.00 -4.91 2.30
C -3.62 -5.15 3.54
C -3.14 -6.47 4.10
C -3.84 -7.64 3.38
N -3.43 -6.51 5.56
H -3.97 -3.09 2.11
H -4.67 -4.44 1.23
H -3.19 -3.67 0.63
H -3.33 -4.35 4.24
H -4.72 -5.19 3.43
H -2.07 -6.62 3.96
H -4.91 -7.71 3.60
H -3.37 -8.59 3.63
H -3.74 -7.51 2.29
H -3.17 -7.43 5.92
H -4.43 -6.49 5.75
C 4.03 6.57 0.93
O 4.78 5.47 0.59
C 4.00 4.32 0.49
C 4.19 3.47 1.76
C 5.59 2.99 1.99
N 3.20 2.35 1.75
H 3.14 6.67 0.29
H 4.60 7.49 0.81
H 3.67 6.50 1.97
H 2.95 4.64 0.43
H 4.25 3.75 -0.42
H 3.84 4.08 2.61
H 5.74 2.21 1.23
H 5.75 2.63 3.00
H 6.36 3.74 1.78
H 3.43 1.81 0.90
H 3.29 1.70 2.52
C -0.54 7.15 -3.54
O -1.72 6.50 -3.11
C -1.90 5.23 -3.62
C -2.23 5.29 -5.04
C -3.70 5.76 -5.26
N -1.97 4.08 -5.82
H 0.33 6.59 -3.17
H -0.48 8.12 -3.05
H -0.55 7.27 -4.63
H -1.00 4.60 -3.49
H -2.75 4.83 -3.06
H -1.59 6.07 -5.50
H -3.83 5.96 -6.32
H -3.94 6.60 -4.62
H -4.29 4.88 -4.98
H -1.01 3.99 -6.14
H -2.46 4.08 -6.71
*
```

***

Most stable: entry y